Record 1
18
Properties=species:S:1:pos:R:3:forces:R:3:nbo_charge:R:1 method="wB97M-V/def2-TZVPD" orbital_gap_ev=9.232 energy_ev=-8898.70592 relative_energy_ev=2.991 e_lumo_ev=1.02 smiles="CNCCCC=O" e_homo_ha=-0.302
C -0.690 -1.886 -0.356 0.9 0.3 -0.4 -0.42
N -1.467 -0.683 -0.081 -2.1 0.7 -1.6 -0.69
C -1.399 0.189 1.093 0.7 0.1 -0.1 -0.21
C -0.566 1.483 0.680 -0.5 -0.2 -2.7 -0.43
C 0.471 1.131 -0.479 0.6 1.8 1.7 -0.51
C 1.671 0.293 -0.010 -1.1 -0.7 -1.8 0.44
O 2.309 -0.360 -0.820 -0.2 0.7 1.5 -0.52
H 0.029 -1.704 -1.252 -1.1 -0.6 1.5 0.19
H -1.446 -2.635 -0.577 0.4 -0.5 -0.4 0.19
H -0.082 -2.301 0.507 -0.7 0.9 -0.8 0.20
H -1.940 -0.329 -1.009 1.2 -0.7 3.0 0.37
H -2.479 0.522 1.501 2.5 -1.0 -0.7 0.20
H -0.775 -0.447 1.847 -1.4 1.3 -0.9 0.20
H 0.098 1.955 1.353 0.0 0.5 1.7 0.20
H -1.265 2.275 0.231 0.9 -1.1 0.8 0.20
H -0.051 0.702 -1.295 0.1 -0.6 -0.9 0.23
H 0.955 2.098 -0.837 -0.7 -0.9 0.4 0.23
H 1.833 0.273 1.091 0.4 0.0 -0.2 0.11

Record 2
18
Properties=species:S:1:pos:R:3:forces:R:3:nbo_charge:R:1 method="wB97M-V/def2-TZVPD" orbital_gap_ev=8.657 energy_ev=-8899.87978 relative_energy_ev=1.818 e_lumo_ev=0.69 smiles="C=C(N)/C=C/C.O" e_homo_ha=-0.293
C 0.483 1.804 -3.286 0.4 0.2 0.2 -0.50
C -0.199 1.288 -2.254 0.4 -0.2 -0.1 0.15
N -1.517 0.870 -2.386 0.4 0.4 -0.2 -0.82
C 0.485 1.125 -0.955 -1.4 -0.1 -0.3 -0.22
C -0.081 0.592 0.126 0.9 -0.1 0.4 -0.17
C 0.676 0.452 1.421 -0.3 0.5 0.0 -0.64
H 0.049 1.896 -4.268 -0.1 0.1 -0.1 0.19
H 1.501 2.170 -3.148 -0.3 -0.2 0.0 0.20
H -1.944 0.374 -1.630 0.0 -0.3 -0.1 0.38
H -1.759 0.604 -3.326 -0.3 -0.1 0.3 0.39
H 1.502 1.471 -0.939 0.2 0.2 0.2 0.21
H -1.084 0.176 0.161 0.0 0.2 -0.3 0.18
H 0.016 0.703 2.255 0.1 -0.2 0.1 0.21
H 1.511 1.146 1.478 0.1 0.0 -0.2 0.21
H 1.070 -0.549 1.549 0.0 -0.3 0.2 0.22
O 0.113 -4.654 5.489 -0.4 -0.4 0.6 -0.96
H 0.629 -3.930 5.863 0.0 -0.1 -0.7 0.48
H 0.162 -4.716 4.532 0.4 0.5 0.1 0.48

Record 3
18
Properties=species:S:1:pos:R:3:forces:R:3:nbo_charge:R:1 method="wB97M-V/def2-TZVPD" orbital_gap_ev=9.887 energy_ev=-8898.56007 relative_energy_ev=3.137 e_lumo_ev=0.61 e_homo_ha=-0.341
C 1.494 -0.309 -1.770 0.1 0.1 -0.2 -0.71
C 1.571 0.282 -0.384 -1.3 1.3 -0.2 0.65
N 1.642 -0.578 0.644 -1.1 -1.2 0.9 -0.83
O 1.294 1.491 -0.200 0.8 -0.7 -0.4 -0.61
H 1.858 -0.072 1.501 -0.1 0.2 -0.1 0.36
H -1.010 -0.167 2.165 0.4 -0.1 0.0 0.23
H 2.347 0.043 -2.356 -0.1 0.0 0.0 0.24
H 0.592 0.038 -2.279 0.0 0.1 0.1 0.23
H 1.490 -1.396 -1.769 0.1 0.0 0.2 0.23
C -1.915 -0.820 0.266 0.4 -0.1 -0.1 -0.62
C -0.970 0.034 1.095 -1.2 1.3 0.1 -0.47
C -0.764 1.360 0.758 -0.2 -1.1 0.3 -0.15
H 0.331 -0.626 0.878 2.0 0.4 -0.4 0.39
H -1.652 -1.874 0.349 -0.1 -0.1 -0.1 0.21
H -2.947 -0.699 0.598 0.1 0.0 0.0 0.22
H -1.864 -0.544 -0.788 0.0 0.0 0.0 0.21
H -1.107 1.764 -0.183 0.1 0.0 -0.1 0.20
H -0.391 2.074 1.475 0.1 0.0 0.0 0.21